Record 1
{"formula": "C4H11NO", "method": "wB97M-V/def2-TZVPD", "smiles": "CC(N)=O.CC", "e_homo_ev": -9.81, "gap_ev": 10.6, "relative_energy_ev": 0.506, "species": ["C", "C", "O", "N", "H", "H", "H", "H", "H", "C", "C", "H", "H", "H", "H", "H", "H"], "xyz": [[-0.087, 2.620, 0.407], [-1.052, 1.489, 0.560], [-1.947, 1.330, -0.252], [-0.876, 0.639, 1.597], [0.749, 2.569, 1.096], [-0.635, 3.562, 0.410], [-1.478, -0.163, 1.655], [-0.130, 0.610, 2.266], [0.305, 2.628, -0.611], [0.009, -1.476, -0.917], [1.279, -2.357, -0.831], [-0.245, -1.333, -1.966], [-0.907, -1.961, -0.554], [0.155, -0.631, -0.264], [1.265, -2.944, 0.077], [2.123, -1.658, -0.939], [1.472, -2.924, -1.732]]}

Record 2
{"formula": "C3H3FHgO", "method": "wB97M-V/def2-TZVPD", "total_charge": -1, "multiplicity": 2, "s_squared": 0.90, "e_homo_ev": [-3.21, -3.30], "gap_ev": [6.4, 5.9], "relative_energy_ev": 6.726, "species": ["F", "O", "C", "C", "C", "H", "H", "Hg", "H"], "xyz": [[0.826, -1.661, 0.309], [-0.524, 1.616, 0.474], [0.139, 0.052, 0.162], [0.655, 1.516, -0.299], [-0.204, 0.038, -1.099], [0.838, 2.545, -0.685], [1.728, 1.563, -0.594], [-1.100, -1.833, -1.618], [-1.727, -0.815, 0.249]]}

Record 3
{"formula": "C4H3ClN2", "method": "wB97M-V/def2-TZVPD", "smiles": "[H]/N=C1/C=C(Cl)C=N1", "e_homo_ev": -9.79, "gap_ev": 8.5, "relative_energy_ev": 2.946, "species": ["C", "C", "C", "C", "H", "H", "H", "N", "N", "Cl"], "xyz": [[1.258, -0.200, -0.123], [0.196, -1.159, -0.029], [-1.053, -0.314, -0.202], [0.599, 1.142, 0.025], [0.394, -2.217, -0.210], [-2.715, 0.481, 0.392], [1.348, 2.035, 0.116], [-2.328, -0.658, 0.132], [-0.658, 1.117, -0.128], [2.959, -0.228, 0.029]]}

Record 4
{"formula": "C6H18Fe2N2O12", "method": "wB97M-V/def2-TZVPD", "total_charge": 2, "multiplicity": 9, "s_squared": 20.01, "e_homo_ev": [-14.70, -14.70], "gap_ev": [8.0, 7.2], "species": ["Fe", "Fe", "N", "O", "O", "O", "N", "O", "O", "O", "C", "C", "O", "O", "H", "H", "H", "H", "H", "H", "C", "C", "O", "O", "H", "H", "H", "H", "H", "H", "C", "C", "O", "O", "H", "H", "H", "H", "H", "H"], "xyz": [[1.313, 1.436, -3.158], [-2.041, 0.523, 0.641], [1.260, 0.642, 0.089], [1.430, 1.139, -0.999], [0.119, 0.664, 0.564], [2.161, 0.080, 0.775], [-1.851, 1.298, -2.556], [-2.770, 1.458, -3.368], [-2.099, 0.852, -1.457], [-0.676, 1.513, -2.751], [3.971, 2.652, -2.752], [3.049, 3.782, -2.882], [1.667, 3.381, -2.621], [3.388, 1.407, -3.326], [4.079, 2.383, -1.701], [4.953, 2.975, -3.097], [3.096, 4.176, -3.897], [3.434, 4.576, -2.243], [1.200, 4.219, -2.645], [4.078, 0.902, -3.762], [-4.133, -1.628, 0.158], [-2.900, -2.292, 0.864], [-1.757, -1.484, 0.459], [-4.059, -0.284, 0.724], [-5.083, -2.123, 0.362], [-3.949, -1.579, -0.915], [-2.867, -3.317, 0.495], [-3.049, -2.383, 1.940], [-1.116, -2.117, 0.129], [-4.798, -0.269, 1.337], [0.809, -2.886, 3.194], [-0.166, -2.255, 4.155], [-0.125, -0.861, 4.316], [0.725, -2.436, 1.822], [0.538, -3.935, 3.078], [1.844, -2.743, 3.507], [-0.096, -2.775, 5.111], [-1.182, -2.568, 3.917], [0.721, -0.633, 4.710], [0.881, -1.489, 1.785]]}

Record 5
{"formula": "C21H23O5PPtS", "method": "wB97M-V/def2-TZVPD", "e_homo_ev": -8.01, "gap_ev": 8.1, "relative_energy_ev": 0.714, "species": ["Pt", "O", "S", "O", "O", "C", "C", "C", "C", "C", "C", "P", "C", "C", "C", "C", "C", "C", "C", "C", "C", "C", "C", "C", "H", "H", "H", "H", "H", "H", "H", "H", "H", "H", "H", "H", "H", "H", "C", "C", "O", "H", "H", "H", "H", "H", "H", "C", "O", "H", "H", "H"], "xyz": [[0.280, 0.225, 0.365], [-2.424, 0.178, 3.628], [-1.290, -0.207, 2.846], [-0.621, 0.937, 2.109], [-1.521, -1.332, 1.962], [0.002, -0.765, 3.926], [-0.165, -0.692, 5.297], [0.833, -1.170, 6.134], [1.990, -1.713, 5.595], [2.159, -1.766, 4.219], [1.169, -1.290, 3.365], [1.413, -1.324, 1.554], [1.265, -3.065, 1.059], [2.250, -4.011, 1.351], [2.069, -5.336, 0.994], [0.905, -5.728, 0.342], [-0.079, -4.796, 0.056], [0.094, -3.465, 0.417], [3.182, -0.925, 1.359], [3.931, -1.479, 0.323], [5.225, -1.041, 0.076], [5.780, -0.040, 0.858], [5.035, 0.527, 1.883], [3.743, 0.093, 2.129], [-1.084, -0.277, 5.688], [0.705, -1.122, 7.207], [2.768, -2.090, 6.245], [3.079, -2.166, 3.810], [3.162, -3.711, 1.852], [2.835, -6.065, 1.224], [0.767, -6.764, 0.063], [-0.991, -5.100, -0.440], [-0.687, -2.738, 0.233], [3.513, -2.266, -0.294], [5.798, -1.484, -0.728], [6.789, 0.301, 0.668], [5.459, 1.316, 2.490], [3.164, 0.554, 2.920], [0.119, 0.565, -3.411], [1.168, -0.254, -2.706], [0.619, -0.818, -1.470], [0.558, 0.979, -4.321], [-0.226, 1.368, -2.766], [-0.727, -0.062, -3.691], [2.055, 0.327, -2.454], [1.461, -1.112, -3.316], [1.175, -1.565, -1.216], [-0.940, 2.873, -0.045], [-0.397, 1.758, -0.701], [-0.174, 3.465, 0.473], [-1.704, 2.604, 0.690], [-1.411, 3.518, -0.795]]}

Record 6
{"formula": "C23H45F3N6O", "method": "wB97M-V/def2-TZVPD", "total_charge": 1, "multiplicity": 2, "s_squared": 1.76, "e_homo_ev": [-11.14, -10.93], "gap_ev": [8.3, 7.9], "species": ["C", "C", "C", "N", "N", "C", "C", "C", "C", "C", "C", "F", "C", "F", "F", "C", "C", "C", "C", "N", "N", "N", "H", "H", "H", "H", "H", "H", "H", "H", "H", "H", "H", "H", "H", "H", "H", "H", "H", "H", "H", "H", "H", "H", "H", "H", "H", "H", "H", "C", "C", "C", "C", "C", "C", "N", "O", "C", "C", "C", "H", "H", "H", "H", "H", "H", "H", "H", "H", "H", "H", "H", "H", "H", "H", "H", "H", "H"], "xyz": [[1.248, -3.490, 4.461], [0.545, -3.875, 3.102], [0.343, -5.439, 2.831], [0.069, -3.070, 2.188], [0.644, -1.780, 2.211], [2.062, -1.766, 1.743], [2.709, -0.312, 1.625], [1.672, 0.876, 1.934], [2.259, 2.328, 1.662], [2.516, 3.116, 3.048], [3.280, 2.245, 4.111], [2.476, 1.534, 5.055], [4.709, 2.046, 4.212], [5.322, 0.927, 3.657], [5.519, 2.924, 4.906], [0.350, 0.548, 1.079], [-0.136, -0.965, 1.181], [-1.713, -1.117, 1.320], [-2.316, -0.779, 2.757], [-1.777, 0.457, 3.388], [-3.796, -0.545, 2.530], [-2.244, -1.870, 3.762], [1.420, -4.439, 5.063], [2.256, -2.988, 4.354], [0.620, -2.813, 5.131], [1.320, -5.999, 2.779], [-0.310, -5.813, 3.694], [-0.303, -5.548, 1.902], [0.488, -1.262, 3.105], [2.077, -2.250, 0.715], [2.766, -2.389, 2.384], [2.999, -0.183, 0.524], [3.692, -0.205, 2.194], [1.361, 0.730, 3.029], [3.245, 2.280, 1.108], [1.477, 2.879, 1.036], [1.503, 3.372, 3.510], [3.126, 4.055, 2.883], [0.605, 0.752, -0.019], [-0.490, 1.283, 1.317], [0.135, -1.452, 0.183], [-2.088, -2.163, 1.054], [-2.207, -0.433, 0.546], [-1.929, 0.481, 4.401], [-2.303, 1.232, 2.955], [-4.105, -0.118, 3.416], [-3.848, 0.164, 1.790], [-1.279, -1.914, 4.117], [-2.394, -2.737, 3.219], [0.689, 0.012, -4.224], [-0.828, -0.016, -3.918], [-1.585, -0.424, -5.196], [-1.571, 0.674, -6.258], [-2.082, 1.995, -5.690], [-1.430, 2.415, -4.359], [-1.293, 1.296, -3.384], [-2.497, 1.098, -2.814], [-0.038, 3.039, -4.610], [-2.252, 3.603, -3.793], [-0.955, -1.144, -2.868], [1.092, -1.003, -4.296], [0.939, 0.480, -5.174], [1.245, 0.522, -3.433], [-2.626, -0.671, -4.957], [-1.149, -1.335, -5.619], [-0.567, 0.803, -6.671], [-2.205, 0.371, -7.097], [-1.937, 2.780, -6.441], [-3.165, 1.904, -5.556], [0.470, 3.256, -3.664], [-0.124, 3.986, -5.147], [0.620, 2.422, -5.219], [-3.313, 3.363, -3.695], [-2.193, 4.467, -4.460], [-1.879, 3.916, -2.814], [-0.363, -0.910, -1.977], [-0.592, -2.093, -3.269], [-1.986, -1.325, -2.555]]}